Entry 1:
{"formula": "C63H67AsBN10O2PSn", "method": "ωB97M-V with the def2-TZVPD basis set", "symbols": ["Sn", "C", "C", "C", "C", "N", "N", "B", "N", "C", "C", "C", "C", "N", "N", "C", "C", "C", "C", "N", "N", "C", "C", "C", "C", "N", "H", "H", "H", "H", "H", "H", "H", "H", "H", "H", "H", "H", "H", "H", "H", "H", "H", "H", "H", "H", "N", "P", "C", "C", "C", "C", "C", "C", "C", "C", "C", "C", "C", "C", "C", "C", "C", "C", "C", "N", "H", "H", "H", "H", "H", "H", "H", "H", "H", "H", "H", "H", "H", "H", "H", "O", "As", "C", "C", "C", "C", "C", "C", "C", "C", "C", "C", "C", "C", "C", "C", "C", "C", "C", "C", "H", "H", "H", "H", "H", "H", "H", "H", "H", "H", "H", "H", "H", "H", "H", "C", "C", "C", "C", "C", "C", "C", "C", "C", "C", "C", "C", "O", "H", "H", "H", "H", "H", "H", "H", "H", "H", "H", "H", "H", "H", "H", "H", "H", "H"], "xyz": [[-0.232, -0.451, 0.545], [-0.417, -3.701, 2.431], [-1.340, -2.607, 2.824], [-2.093, -2.470, 3.989], [-2.882, -1.361, 3.776], [-2.632, -0.886, 2.549], [-1.651, -1.630, 1.963], [-3.317, 0.268, 1.791], [-2.414, 1.514, 1.930], [-2.617, 2.736, 2.432], [-1.433, 3.447, 2.352], [-0.518, 2.567, 1.782], [0.914, 2.796, 1.440], [-1.118, 1.398, 1.530], [-3.376, -0.127, 0.285], [-4.469, -0.189, -0.483], [-4.094, -0.606, -1.746], [-2.713, -0.784, -1.674], [-1.796, -1.326, -2.716], [-2.287, -0.469, -0.443], [-4.718, 0.493, 2.268], [-5.642, -0.438, 2.641], [-6.860, 0.175, 2.677], [-6.608, 1.514, 2.292], [-7.588, 2.633, 2.161], [-5.327, 1.695, 2.030], [0.088, -3.464, 1.496], [-0.984, -4.624, 2.293], [0.328, -3.887, 3.196], [-2.078, -3.107, 4.857], [-3.621, -0.897, 4.409], [-3.589, 3.017, 2.801], [-1.254, 4.458, 2.674], [1.480, 3.098, 2.321], [1.371, 1.891, 1.036], [1.001, 3.589, 0.696], [-5.444, 0.045, -0.088], [-4.736, -0.781, -2.591], [-1.777, -2.418, -2.662], [-2.147, -1.058, -3.711], [-0.779, -0.965, -2.580], [-5.371, -1.464, 2.827], [-7.805, -0.256, 2.964], [-8.088, 2.822, 3.111], [-7.085, 3.544, 1.844], [-8.364, 2.386, 1.437], [1.042, 1.425, -3.845], [2.396, 1.384, -2.963], [2.522, 2.745, -1.810], [1.859, 3.932, -2.126], [2.191, 5.069, -1.412], [3.142, 5.016, -0.396], [3.774, 3.822, -0.079], [3.460, 2.670, -0.782], [3.698, 1.584, -4.183], [5.022, 1.358, -3.809], [6.039, 1.638, -4.705], [5.736, 2.122, -5.970], [4.413, 2.357, -6.335], [3.384, 2.081, -5.457], [-0.273, 1.731, -3.436], [-1.262, 1.791, -4.409], [-2.512, 2.245, -4.016], [-2.703, 2.599, -2.692], [-1.643, 2.461, -1.794], [-0.441, 2.024, -2.154], [1.116, 0.955, -4.747], [1.135, 3.988, -2.927], [1.710, 6.006, -1.659], [3.385, 5.916, 0.154], [4.512, 3.786, 0.710], [3.955, 1.738, -0.546], [5.259, 0.989, -2.825], [7.069, 1.477, -4.416], [6.531, 2.327, -6.675], [4.184, 2.773, -7.307], [2.367, 2.299, -5.752], [-1.051, 1.523, -5.438], [-3.316, 2.325, -4.735], [-3.654, 2.976, -2.344], [-1.771, 2.715, -0.748], [1.355, -0.747, -1.890], [2.294, -1.910, -2.688], [1.763, -3.647, -2.135], [0.636, -3.814, -1.341], [0.248, -5.096, -0.981], [0.984, -6.190, -1.412], [2.103, -6.017, -2.219], [2.498, -4.741, -2.588], [1.951, -1.826, -4.577], [0.707, -2.302, -4.991], [0.336, -2.195, -6.323], [1.208, -1.623, -7.244], [2.456, -1.170, -6.838], [2.833, -1.273, -5.503], [4.129, -1.550, -2.313], [5.163, -2.078, -3.083], [6.479, -1.834, -2.716], [6.760, -1.067, -1.588], [5.729, -0.527, -0.833], [4.404, -0.768, -1.189], [0.071, -2.951, -1.006], [-0.629, -5.241, -0.363], [0.685, -7.188, -1.122], [2.663, -6.875, -2.564], [3.367, -4.608, -3.222], [0.036, -2.767, -4.279], [-0.624, -2.572, -6.647], [0.922, -1.554, -8.285], [3.145, -0.756, -7.562], [3.821, -0.949, -5.201], [4.954, -2.688, -3.954], [7.286, -2.250, -3.305], [7.788, -0.897, -1.296], [5.957, 0.058, 0.049], [3.586, -0.392, -0.581], [3.137, -3.417, 1.176], [3.894, -3.147, 2.481], [4.925, -2.024, 2.309], [3.035, -2.819, 3.685], [3.113, -3.597, 4.809], [2.525, -3.198, 6.020], [1.946, -1.929, 6.134], [1.849, -1.089, 5.054], [1.390, 0.334, 5.254], [-0.106, 0.482, 4.968], [2.231, 1.331, 4.454], [2.189, -1.620, 3.729], [1.759, -1.095, 2.674], [3.849, -3.676, 0.387], [2.564, -2.543, 0.864], [2.455, -4.258, 1.287], [4.440, -4.059, 2.731], [4.423, -1.070, 2.123], [5.583, -2.247, 1.467], [5.544, -1.920, 3.200], [3.680, -4.519, 4.777], [2.613, -3.830, 6.893], [1.621, -1.581, 7.108], [1.540, 0.554, 6.313], [-0.327, 0.198, 3.942], [-0.421, 1.517, 5.119], [-0.690, -0.154, 5.634], [2.072, 1.204, 3.384], [3.295, 1.208, 4.666], [1.955, 2.350, 4.735]], "mulliken_charge": [1.301, -0.728, 0.481, -1.756, 0.012, 0.545, -0.237, -0.090, 0.931, 0.195, -2.154, 0.146, -1.131, 0.281, 0.764, 0.263, -2.116, -0.359, -0.542, 0.325, 0.366, -0.137, -1.299, 0.696, -1.289, -1.197, -0.318, 0.520, 0.247, 0.539, 0.788, 0.769, 0.627, 0.521, -0.490, 0.376, 0.514, 0.620, 0.501, 0.616, -0.347, 0.611, 0.453, 0.320, 0.345, 0.304, 1.024, -0.393, 1.957, -0.910, -0.972, -0.755, -0.737, -0.462, 1.151, -0.472, -0.922, -0.726, -0.813, -0.683, 0.241, -0.825, -1.059, -0.781, -0.494, 0.784, 0.288, 0.459, 0.519, 0.461, 0.554, 0.296, 0.723, 0.536, 0.466, 0.523, 0.528, 0.600, 0.473, 0.582, 0.212, -0.074, 1.466, 0.541, 0.408, -1.231, -0.791, -0.839, -0.954, 0.981, -0.768, -0.858, -0.779, -0.799, -0.204, 0.855, -0.762, -1.082, -0.913, -0.913, 0.494, 0.672, 0.525, 0.455, 0.487, 0.368, 0.427, 0.514, 0.452, 0.515, 0.298, 0.495, 0.501, 0.500, 0.489, 0.159, -1.125, 0.149, -1.486, -0.140, -0.872, -1.180, -0.568, -0.441, -0.025, -1.227, -1.234, 0.890, 0.855, 0.654, -0.207, 0.483, 0.751, 0.047, 0.494, 0.479, 0.528, 0.430, 0.564, 0.785, -0.160, 0.623, 0.484, -0.304, 0.466, 0.493], "multiplicity": 2, "homo_lumo_gap_ev": [3.331, 3.827], "total_charge": 3, "relative_energy_kj_mol": 44.6, "lumo_ev": [-10.5, -10.5], "e_homo_ev": [-13.877, -14.373], "max_force_ev_per_a": 2.00}

Entry 2:
{"formula": "C50H47GeN6OTeW", "method": "ωB97M-V with the def2-TZVPD basis set", "symbols": ["W", "N", "C", "N", "C", "N", "C", "C", "N", "C", "C", "N", "H", "H", "H", "H", "H", "C", "C", "C", "C", "C", "C", "Te", "N", "C", "O", "C", "C", "C", "C", "C", "C", "C", "C", "C", "C", "C", "C", "C", "C", "C", "C", "C", "C", "H", "H", "H", "H", "H", "H", "H", "H", "H", "H", "H", "H", "H", "H", "H", "H", "H", "H", "H", "H", "H", "H", "H", "H", "H", "H", "H", "C", "Ge", "C", "C", "C", "C", "C", "C", "C", "C", "C", "C", "C", "C", "C", "C", "C", "C", "C", "C", "H", "H", "H", "H", "H", "H", "H", "H", "H", "H", "H", "H", "H", "H", "H"], "xyz": [[0.689, 0.478, 2.193], [4.652, 1.601, 0.584], [3.852, 0.428, 0.999], [2.541, 1.021, 1.296], [2.719, 2.369, 1.006], [3.901, 2.754, 0.694], [1.613, 3.300, 1.194], [1.599, 4.627, 0.762], [0.565, 5.419, 0.993], [-0.473, 4.897, 1.657], [-0.488, 3.580, 2.067], [0.560, 2.784, 1.824], [5.591, 1.703, 0.931], [3.755, -0.219, 0.130], [2.448, 5.029, 0.226], [-1.318, 5.547, 1.842], [-1.328, 3.138, 2.587], [-6.262, 6.532, -1.909], [-5.395, 5.383, -1.469], [-4.076, 5.275, -1.886], [-3.263, 4.215, -1.498], [-1.837, 4.196, -1.971], [-3.802, 3.216, -0.678], [-2.572, 1.596, -0.054], [-0.725, 0.006, 3.119], [-1.658, -0.986, 3.362], [-2.861, -0.844, 3.324], [-0.973, -2.282, 3.693], [-1.712, -3.193, 4.445], [-1.135, -4.347, 4.935], [0.209, -4.585, 4.678], [0.935, -3.695, 3.906], [0.370, -2.532, 3.368], [-2.119, 0.952, -2.028], [-0.822, 1.072, -2.535], [0.358, 1.464, -1.687], [-0.595, 0.779, -3.877], [-1.606, 0.334, -4.712], [-1.336, 0.001, -6.155], [-2.876, 0.178, -4.173], [-3.156, 0.484, -2.847], [-4.563, 0.306, -2.345], [-5.131, 3.312, -0.224], [-5.782, 2.319, 0.708], [-5.898, 4.399, -0.635], [-5.685, 7.275, -2.457], [-6.725, 7.024, -1.053], [-7.066, 6.184, -2.559], [-3.661, 6.042, -2.529], [-1.606, 5.106, -2.521], [-1.642, 3.341, -2.624], [-1.150, 4.125, -1.123], [-2.747, -2.951, 4.650], [-1.716, -5.044, 5.522], [0.694, -5.469, 5.070], [1.975, -3.907, 3.699], [1.974, -1.212, 3.253], [0.157, 2.366, -1.101], [1.239, 1.630, -2.305], [0.608, 0.653, -0.983], [0.411, 0.875, -4.266], [-0.292, 0.173, -6.409], [-1.951, 0.610, -6.818], [-1.570, -1.044, -6.364], [-3.679, -0.187, -4.805], [-5.182, -0.168, -3.105], [-5.017, 1.266, -2.091], [-4.584, -0.309, -1.444], [-5.363, 1.323, 0.604], [-6.855, 2.271, 0.525], [-5.641, 2.618, 1.749], [-6.924, 4.469, -0.290], [1.274, -1.639, 2.511], [2.476, -2.517, 1.239], [2.096, -2.094, -0.635], [0.775, -2.200, -1.068], [0.462, -2.182, -2.418], [1.474, -2.060, -3.360], [2.793, -1.951, -2.948], [3.101, -1.976, -1.592], [4.262, -1.930, 1.819], [4.425, -0.457, 2.150], [5.806, -0.084, 2.591], [6.782, -1.002, 2.783], [6.546, -2.375, 2.544], [5.284, -2.798, 2.062], [2.315, -4.464, 1.050], [1.075, -5.098, 1.157], [0.928, -6.440, 0.835], [2.018, -7.177, 0.395], [3.250, -6.557, 0.255], [3.392, -5.212, 0.570], [-0.026, -2.306, -0.343], [-0.570, -2.260, -2.730], [1.234, -2.050, -4.415], [3.586, -1.859, -3.679], [4.143, -1.935, -1.291], [3.763, -0.223, 3.007], [5.994, 0.954, 2.838], [7.752, -0.681, 3.140], [7.327, -3.101, 2.716], [5.141, -3.853, 1.888], [0.206, -4.547, 1.491], [-0.043, -6.909, 0.928], [1.904, -8.225, 0.149], [4.102, -7.116, -0.111], [4.353, -4.745, 0.407]], "mulliken_charge": [0.989, -0.116, 0.856, 0.259, -0.015, -0.926, 0.516, -0.241, -0.593, -0.567, -0.316, -0.264, 0.414, -0.720, 0.481, 0.438, 0.692, -1.550, 0.636, -0.955, 0.759, -0.934, -0.055, 0.636, -0.107, -0.125, -0.610, 0.808, -0.512, -0.652, -0.706, -0.427, 0.353, 0.023, 1.038, 0.096, -0.768, 0.537, -1.916, -1.138, 1.104, -1.374, 1.003, -1.947, -0.731, 0.346, 0.367, 0.314, 0.317, 0.480, 0.134, -0.233, 0.502, 0.399, 0.457, 0.495, 0.611, -0.884, 0.688, -0.212, 0.275, 0.353, 0.409, 0.389, 0.402, 0.441, 0.171, 0.236, 0.357, 0.430, 0.354, 0.430, -0.627, -0.454, 1.252, -0.375, -0.652, -0.408, -0.933, -0.118, 0.317, 0.730, -1.324, -0.764, -1.066, -0.433, 1.024, -0.095, -0.916, -0.524, -1.005, -0.945, 0.458, 0.340, 0.417, 0.426, 0.382, 0.146, 0.635, 0.402, 0.433, 0.335, 0.462, 0.426, 0.372, 0.410, 0.271], "multiplicity": 4, "homo_lumo_gap_ev": [6.490, 6.620], "total_charge": 0, "relative_energy_kj_mol": 143.6, "lumo_ev": [-0.7, -1.1], "e_homo_ev": [-7.201, -7.711], "max_force_ev_per_a": 1.12}

Entry 3:
{"formula": "CH2N4O3", "method": "ωB97M-V with the def2-TZVPD basis set", "symbols": ["O", "N", "C", "N", "N", "O", "N", "O", "H", "H"], "xyz": [[1.746, -0.180, -1.562], [0.237, -0.515, -1.426], [0.190, 0.159, -0.310], [1.175, 0.691, 0.503], [0.642, 0.930, 1.708], [-0.611, 1.087, 1.611], [-1.059, 0.326, 0.300], [-1.705, -0.819, 0.838], [2.124, -0.833, -2.312], [-2.738, -0.846, 0.650]], "nbo_charge": [-0.606, -0.095, 0.354, -0.264, 0.245, -0.171, 0.085, -0.533, 0.481, 0.504], "smiles": "O/N=c1\\nnon1O", "multiplicity": 1, "homo_lumo_gap_ev": 8.516, "total_charge": 0, "relative_energy_kj_mol": 381.1, "lumo_ev": -1.2, "e_homo_ev": -9.702, "max_force_ev_per_a": 5.71}